Record 1
{"formula": "C2H2ClN3O2S", "method": "the ωB97M-V functional and the def2-TZVPD basis", "energy_ha": -1250.2905, "smiles": "O=S(=O)(Cl)n1ccnn1", "max_force_ev_per_a": 5.0, "orbital_gap_ev": [7.84, 7.76], "e_lumo_ha": [-0.0967, -0.1000], "homo_ev": [-10.469, -10.478], "species": ["C", "C", "N", "N", "N", "O", "O", "S", "Cl", "H", "H"], "positions_angstrom": [[-0.4867, -1.5446, -1.1736], [-0.0294, -0.2466, -0.9342], [-0.7449, -2.1269, 0.0058], [-0.5797, -1.3368, 0.9989], [-0.1699, -0.0919, 0.4283], [2.1467, 1.5168, -0.2135], [-0.6520, 2.4513, 0.5843], [0.3907, 1.5121, 0.9136], [0.5559, 1.3667, 2.9294], [-0.6769, -2.1431, -2.0570], [0.2462, 0.6430, -1.4820]], "nbo_charge": [-0.132, -0.032, -0.178, -0.022, -0.453, -0.576, -0.806, 1.766, -0.066, 0.237, 0.263]}


Record 2
{"formula": "C2H2ClN3O4", "method": "the ωB97M-V functional and the def2-TZVPD basis", "energy_ha": -1002.5054, "smiles": "O=[N+]([O-])/C(Cl)=[NH+]/[O-].C#[N+][O-]", "max_force_ev_per_a": 6.5, "orbital_gap_ev": [8.41, 8.41], "e_lumo_ha": [-0.0475, -0.0476], "homo_ev": [-9.699, -9.703], "species": ["C", "C", "N", "N", "N", "O", "O", "O", "O", "Cl", "H", "H"], "positions_angstrom": [[0.8824, -0.0747, 1.3275], [-1.1787, 0.3076, -0.2838], [-0.4857, 1.0973, -1.0487], [1.6532, 0.0462, 0.4611], [-1.0999, -1.0766, -0.5279], [2.1058, 0.1439, -0.6092], [-1.6753, -1.7934, 0.2169], [-0.3016, -1.2968, -1.4162], [-0.6074, 2.3359, -1.0267], [-2.4718, 0.8926, 0.7186], [0.6818, -0.0612, 2.2554], [0.3478, 0.6862, -1.6049]], "nbo_charge": [-0.040, 0.128, -0.030, 0.230, 0.499, -0.379, -0.327, -0.406, -0.416, 0.085, 0.217, 0.440]}


Record 3
{"formula": "C2H2ClN3S", "method": "the ωB97M-V functional and the def2-TZVPD basis", "energy_ha": -1099.9383, "smiles": "S/N=C\\N=C=NCl", "max_force_ev_per_a": 3.8, "orbital_gap_ev": 8.55, "e_lumo_ha": -0.0230, "homo_ev": -9.178, "species": ["C", "C", "N", "N", "N", "S", "Cl", "H", "H"], "positions_angstrom": [[-1.3574, -0.2493, 0.1567], [0.8287, -0.0782, -1.0273], [-0.4442, -0.0434, -0.5621], [1.7729, -0.6685, -0.4266], [-2.4094, -0.3290, 0.8102], [1.6663, -1.3776, 1.0335], [-3.8296, -1.1415, 0.3471], [0.4785, -1.4020, 1.4419], [1.1634, 0.4456, -1.9084]], "nbo_charge": [0.681, 0.209, -0.491, -0.549, -0.582, 0.289, 0.177, 0.059, 0.208]}


Record 4
{"formula": "C2H2ClNO", "method": "the ωB97M-V functional and the def2-TZVPD basis", "energy_ha": -667.5652, "smiles": "C=NC(=O)Cl", "max_force_ev_per_a": 4.0, "orbital_gap_ev": 10.42, "e_lumo_ha": -0.0074, "homo_ev": -10.622, "species": ["C", "C", "N", "O", "Cl", "H", "H"], "positions_angstrom": [[-0.6188, -0.7022, 0.6473], [0.3758, 0.9552, -0.6767], [-0.6161, 0.4580, 0.2245], [0.2455, 1.8190, -1.4392], [1.9285, 0.1196, -0.3068], [-1.4025, -1.1639, 1.3512], [0.0876, -1.4856, 0.1998]], "nbo_charge": [0.038, 0.665, -0.483, -0.457, -0.124, 0.195, 0.166]}


Record 5
{"formula": "C2H2ClNS2", "method": "the ωB97M-V functional and the def2-TZVPD basis", "spin_multiplicity": 3, "energy_ha": -1388.5852, "max_force_ev_per_a": 4.2, "orbital_gap_ev": [7.65, 7.84], "e_lumo_ha": [0.0247, -0.0887], "homo_ev": [-6.980, -10.259], "species": ["C", "C", "N", "S", "S", "Cl", "H", "H"], "positions_angstrom": [[-0.1819, 0.9202, -0.0588], [0.3710, -0.1917, 0.5852], [-0.1354, -0.7348, -1.9256], [-0.7257, 0.6981, -1.6189], [0.8001, -1.3265, -0.8184], [-0.9463, -0.6428, 2.0099], [-0.5465, 1.6369, 0.6272], [1.3647, -0.3595, 1.1994]], "nbo_charge": [-0.482, -0.378, -0.859, 0.663, 0.674, -0.151, 0.255, 0.279]}


Record 6
{"formula": "C2H2ClO2P", "method": "the ωB97M-V functional and the def2-TZVPD basis", "energy_ha": -1029.3794, "max_force_ev_per_a": 2.2, "orbital_gap_ev": [6.95, 7.91], "e_lumo_ha": [-0.0471, -0.0388], "homo_ev": [-8.232, -8.965], "species": ["C", "C", "O", "O", "P", "Cl", "H", "H"], "positions_angstrom": [[0.2056, 0.1591, 0.8635], [0.4959, 0.9467, -0.2865], [0.6515, 0.6699, 1.9804], [1.1074, 1.9958, -0.2179], [0.8354, 0.5995, 3.5000], [-0.0534, -1.1515, 4.0146], [-0.3216, -0.7838, 0.8566], [0.1262, 0.5363, -1.2441]], "nbo_charge": [0.057, 0.272, -0.710, -0.521, 0.929, -0.333, 0.187, 0.120]}


For the records above, the corresponding relative energy (zero: lowest compared OMol25 entry of this formula, charge and spin) values read 124.1; 36.9; 48.5; 0.0; 15.5; 59.3 kcal per mole.